No. 1
# C40H32ClN9NaO4STe

A molecular structure, C40H32ClN9NaO4STe (the ωB97M-V functional and the def2-TZVPD basis, the Open Molecules 2025 dataset).

Each line ends with the Mulliken charge.
Element x y z (Å)
Na -0.035 -2.094 0.912  0.997
N 1.674 -5.057 -2.381  -0.418
C 1.024 -4.404 -1.353  0.457
S 1.863 -4.237 0.098  -0.526
N -0.225 -4.089 -1.592  -1.869
N -0.857 -3.134 -0.935  1.456
C -2.135 -3.270 -0.778  -1.479
C -2.942 -2.258 -0.187  1.057
C -4.311 -2.488 0.043  -1.111
C -5.072 -1.509 0.635  -0.817
C -4.458 -0.318 1.006  -1.417
C -3.120 -0.157 0.709  -0.283
N -2.378 -1.081 0.127  1.446
H 2.412 -5.672 -2.075  0.238
H 1.064 -5.425 -3.094  0.249
H -2.634 -4.190 -1.090  0.260
H -4.753 -3.426 -0.257  0.475
H -6.129 -1.654 0.806  0.426
H -5.008 0.463 1.502  0.555
H -2.616 0.774 0.923  0.612
N 4.486 -0.506 0.671  0.043
C 3.973 -0.897 1.895  0.590
C 4.867 -1.063 2.965  -0.923
C 4.372 -1.483 4.182  -0.543
C 3.007 -1.711 4.301  -1.049
C 2.205 -1.478 3.197  -0.402
N 2.668 -1.077 2.024  0.245
C 4.015 -0.839 -0.588  0.587
C 4.951 -0.883 -1.633  -1.017
C 4.531 -1.283 -2.882  -0.612
C 3.200 -1.631 -3.061  -1.716
C 2.349 -1.498 -1.980  -0.650
N 2.728 -1.096 -0.779  0.932
H 5.488 -0.358 0.689  0.249
H 5.925 -0.879 2.835  0.397
H 5.042 -1.632 5.018  0.393
H 2.575 -2.051 5.228  0.483
H 1.137 -1.606 3.244  0.514
H 5.985 -0.612 -1.454  0.386
H 5.236 -1.337 -3.699  0.404
H 2.828 -1.983 -4.009  0.507
H 1.301 -1.740 -2.084  0.823
O -2.974 -0.614 6.052  -0.612
C -2.487 0.552 5.713  0.517
O -2.594 1.531 6.424  -0.660
C -1.767 0.643 4.415  -0.368
C -1.254 1.813 3.873  -0.046
Cl -1.334 3.384 4.502  -0.168
N -0.609 1.499 2.723  -0.012
N -0.683 0.184 2.506  0.786
C -1.377 -0.356 3.483  0.277
C -1.632 -1.853 3.447  0.686
O -2.431 -2.318 4.287  -0.943
O -1.016 -2.482 2.579  -0.786
C 0.118 2.277 1.806  -0.270
C 1.149 1.636 1.120  1.205
C 1.884 2.339 0.185  0.272
C 1.591 3.666 -0.082  -0.843
C 0.547 4.289 0.583  -0.646
C -0.198 3.601 1.527  -0.739
H -2.784 -1.357 5.337  0.405
H 1.379 0.606 1.339  -0.252
H 2.672 1.831 -0.349  0.313
H 2.166 4.210 -0.816  0.332
H 0.285 5.311 0.345  0.330
H -1.023 4.090 2.020  0.347
Te -0.637 -0.084 -1.511  0.653
C 0.236 1.067 -3.156  -0.004
C 0.421 2.442 -3.072  0.174
C 0.821 3.189 -4.163  -0.886
C 1.067 2.572 -5.377  -0.532
C 0.916 1.198 -5.476  -0.719
C 0.498 0.463 -4.381  -0.400
C -2.286 1.280 -1.658  0.068
C -3.446 0.873 -2.300  -0.552
C -4.528 1.726 -2.418  -0.738
C -4.464 3.007 -1.896  -0.714
C -3.316 3.417 -1.239  -0.799
C -2.242 2.554 -1.118  0.552
H 0.230 2.939 -2.133  0.415
H 0.926 4.263 -4.071  0.433
H 1.351 3.158 -6.242  0.368
H 1.101 0.707 -6.422  0.411
H 0.343 -0.603 -4.480  0.480
H -3.505 -0.132 -2.701  0.403
H -5.426 1.393 -2.922  0.437
H -5.306 3.679 -1.992  0.374
H -3.256 4.409 -0.812  0.485
H -1.361 2.871 -0.580  0.020

Calculated values
- net charge = -1
- 2S+1 = 1
- LUMO energy (eV) = 2.0
- relative energy (zero: lowest compared OMol25 entry of this formula, charge and spin) (kcal per mole) = 24.5

No. 2
# C40H32CoGeN7O9S

A molecular structure, C40H32CoGeN7O9S (the ωB97M-V functional and the def2-TZVPD basis, the Open Molecules 2025 dataset).

Each line ends with the Mulliken charge.
Element x y z (Å)
Co -1.158 -0.737 0.959  0.067
S 1.017 -0.781 1.259  0.292
C 0.868 -1.426 2.883  -0.384
N 1.825 -1.668 3.764  -0.849
N 3.107 -1.767 3.429  0.229
C 3.777 -2.461 2.392  0.703
C 5.154 -2.266 2.319  -0.560
C 5.913 -2.986 1.416  -0.510
C 5.306 -3.908 0.573  -0.628
C 3.938 -4.112 0.661  -0.587
C 3.165 -3.402 1.567  -0.130
N -0.342 -1.526 3.498  -0.762
N -1.340 -1.187 2.827  1.263
C -2.544 -1.099 3.607  0.595
C -3.603 -0.332 3.135  -0.242
C -4.774 -0.245 3.875  -0.657
C -4.890 -0.905 5.086  -0.567
C -3.815 -1.642 5.569  -0.611
C -2.646 -1.740 4.840  -0.542
H 3.702 -1.498 4.198  0.246
H 5.626 -1.544 2.975  0.361
H 6.982 -2.828 1.368  0.377
H 5.897 -4.470 -0.136  0.392
H 3.459 -4.845 0.025  0.420
H 2.109 -3.604 1.646  0.524
H -3.494 0.243 2.230  0.377
H -5.595 0.351 3.497  0.444
H -5.805 -0.837 5.659  0.418
H -3.886 -2.142 6.526  0.387
H -1.812 -2.323 5.205  0.457
O -5.983 -6.321 1.040  -0.638
N -6.455 -5.246 0.743  1.067
O -7.629 -5.034 0.532  -0.630
C -5.537 -4.113 0.634  -0.707
C -6.039 -2.854 0.321  -0.389
C -5.190 -1.790 0.207  -0.672
C -3.772 -1.892 0.416  1.489
O -3.015 -0.889 0.383  -0.238
C -3.339 -3.230 0.720  -0.466
C -4.198 -4.310 0.843  -0.423
N -1.941 -3.500 0.945  1.091
O -1.074 -2.688 0.504  -0.488
O -1.610 -4.539 1.477  -0.602
N -5.801 -0.489 -0.098  1.163
O -7.000 -0.390 0.068  -0.652
O -5.082 0.399 -0.495  -0.589
H -7.098 -2.713 0.165  0.661
H -3.814 -5.292 1.083  0.677
O -0.891 0.232 -0.719  -0.577
C -1.187 1.279 -0.083  1.017
O -1.372 1.122 1.174  -0.524
C -1.262 2.623 -0.712  -0.931
C 0.074 3.342 -0.508  -1.574
Ge 1.404 2.879 -1.860  2.250
C 3.076 3.781 -1.411  0.032
C 3.155 4.692 -0.359  -0.498
C 4.352 5.326 -0.050  -0.694
C 5.488 5.060 -0.797  -0.439
C 5.426 4.158 -1.852  -0.755
C 4.230 3.524 -2.152  -0.020
C 0.724 3.516 -3.580  0.103
C -0.324 4.429 -3.671  -0.298
C -0.760 4.899 -4.904  -0.707
C -0.147 4.461 -6.067  -0.454
C 0.900 3.553 -5.996  -0.711
C 1.328 3.084 -4.763  -0.196
C 1.786 0.981 -2.057  0.193
C 0.996 0.182 -2.884  -0.181
C 1.268 -1.169 -3.038  -0.983
C 2.340 -1.739 -2.367  -0.496
C 3.133 -0.957 -1.541  -0.402
C 2.855 0.393 -1.385  -0.571
H -2.075 3.172 -0.233  0.329
H -1.499 2.497 -1.769  0.362
H 0.462 3.146 0.493  0.571
H -0.077 4.421 -0.583  0.569
H 2.275 4.914 0.232  0.249
H 4.395 6.029 0.772  0.395
H 6.422 5.553 -0.560  0.380
H 6.311 3.950 -2.439  0.393
H 4.199 2.814 -2.971  0.303
H -0.814 4.789 -2.774  0.213
H -1.577 5.606 -4.955  0.413
H -0.485 4.825 -7.029  0.374
H 1.380 3.207 -6.902  0.401
H 2.137 2.364 -4.722  0.269
H 0.154 0.617 -3.411  0.439
H 0.640 -1.776 -3.678  0.427
H 2.558 -2.792 -2.488  0.415
H 3.959 -1.401 -1.008  0.402
H 3.480 0.992 -0.733  0.338

Calculated values
- 2S+1 = 1
- LUMO energy (spin up / spin down) (eV) = -2.0 / -2.0
- relative energy (zero: lowest compared OMol25 entry of this formula, charge and spin) (kcal per mole) = 0.0

No. 3
# C40H32F9N4O6P2S3Ta

A molecular structure, C40H32F9N4O6P2S3Ta (the ωB97M-V functional and the def2-TZVPD basis, the Open Molecules 2025 dataset).

Each line ends with the natural charge from an NBO analysis.
Element x y z (Å)
Ta -0.848 1.043 0.520  2.108
N -1.301 5.983 -4.006  -0.252
C -1.052 5.250 -3.153  0.390
N -0.719 4.432 -2.188  -0.504
C -0.803 3.440 -1.525  0.782
N -0.794 2.457 -0.827  -0.815
F 0.081 -1.037 -8.007  -0.307
C -0.814 -0.273 -7.367  0.970
F -0.852 0.918 -7.980  -0.304
F -2.021 -0.844 -7.502  -0.312
C -0.443 -0.123 -5.910  -0.100
C 0.900 -0.037 -5.561  -0.177
C 1.257 0.042 -4.228  -0.127
C 0.270 0.043 -3.240  -0.399
C -1.071 0.004 -3.603  -0.135
C -1.431 -0.082 -4.940  -0.189
P 0.761 0.006 -1.487  0.921
C 1.609 -1.624 -1.320  -0.249
C 1.614 -2.532 -2.380  -0.216
C 2.195 -3.783 -2.239  -0.161
C 2.770 -4.146 -1.034  -0.118
C 2.796 -3.250 0.023  -0.120
C 2.220 -2.001 -0.120  -0.260
C 3.288 -5.545 -0.814  0.971
F 3.640 -6.140 -1.954  -0.302
F 4.342 -5.558 0.015  -0.312
F 2.322 -6.296 -0.237  -0.321
C 2.107 1.258 -1.440  -0.365
C 2.019 2.386 -2.260  -0.206
C 3.016 3.343 -2.244  -0.163
C 4.115 3.177 -1.410  -0.100
C 4.205 2.078 -0.575  -0.185
C 3.197 1.124 -0.585  -0.140
C 5.224 4.199 -1.477  0.970
F 6.213 3.922 -0.620  -0.309
F 4.760 5.427 -1.194  -0.312
F 5.744 4.238 -2.714  -0.308
H 1.665 -0.047 -6.326  0.254
H 2.302 0.098 -3.951  0.229
H -1.833 0.055 -2.832  0.193
H -2.471 -0.132 -5.233  0.244
H 1.164 -2.280 -3.328  0.234
H 2.194 -4.479 -3.067  0.251
H 3.270 -3.529 0.954  0.230
H 2.256 -1.328 0.715  0.218
H 1.187 2.507 -2.939  0.225
H 2.954 4.212 -2.887  0.250
H 5.061 1.960 0.075  0.250
H 3.286 0.266 0.067  0.213
O -3.000 0.931 3.456  -0.915
S -2.753 2.291 3.090  2.304
O -3.862 3.001 2.539  -0.889
N -1.478 2.357 1.942  -0.951
C -0.387 2.927 2.483  0.156
S 1.004 2.835 1.574  0.125
C -0.564 3.446 3.826  -0.077
C 0.385 4.081 4.611  -0.147
C 0.024 4.455 5.898  -0.167
C -1.255 4.198 6.381  -0.139
C -2.206 3.546 5.599  -0.156
C -1.841 3.182 4.325  -0.301
H 1.376 4.274 4.220  0.248
H 0.746 4.951 6.532  0.248
H -1.515 4.505 7.384  0.249
H -3.195 3.337 5.985  0.254
C -5.141 0.913 -1.467  -0.995
P -4.077 0.119 -0.261  1.933
C -3.675 -1.565 -0.775  -1.001
C -4.966 0.056 1.288  -1.019
O -2.748 0.942 -0.248  -1.063
H -6.100 0.396 -1.517  0.277
H -4.670 0.907 -2.449  0.267
H -5.307 1.944 -1.152  0.283
H -4.568 -2.188 -0.711  0.278
H -2.911 -1.959 -0.106  0.265
H -3.311 -1.581 -1.802  0.266
H -5.838 -0.588 1.156  0.277
H -5.288 1.062 1.558  0.294
H -4.338 -0.328 2.083  0.291
C 0.607 -6.221 4.054  -0.648
C 0.358 -4.795 3.675  0.072
C -0.939 -4.347 3.412  -0.194
C -1.178 -3.039 3.041  -0.181
C -0.100 -2.165 2.944  -0.329
C 1.197 -2.566 3.237  -0.175
C 1.414 -3.881 3.598  -0.196
S -0.443 -0.528 2.473  2.362
O -0.381 0.372 3.569  -0.845
O 0.538 -0.013 1.418  -0.940
O -1.661 -0.531 1.590  -0.938
H -0.194 -6.867 3.702  0.236
H 0.654 -6.311 5.142  0.252
H 1.557 -6.573 3.655  0.240
H -1.767 -5.038 3.499  0.239
H -2.183 -2.681 2.851  0.235
H 2.014 -1.855 3.204  0.237
H 2.418 -4.213 3.829  0.240

Calculated values
- net charge = +2
- 2S+1 = 1
- LUMO energy (eV) = -7.3

No. 4
# C40H32NO6P2PdS

A molecular structure, C40H32NO6P2PdS (the ωB97M-V functional and the def2-TZVPD basis, the Open Molecules 2025 dataset).

Each line ends with the Mulliken charge.
Element x y z (Å)
Pd -0.482 0.885 -0.119  -0.247
C -0.740 -1.981 -0.950  1.833
C -1.726 -2.523 0.086  -1.440
P -1.415 -1.792 1.761  0.930
C -2.559 -2.761 2.821  0.362
C -3.393 -3.782 2.372  -0.361
C -4.205 -4.477 3.260  -0.724
C -4.201 -4.156 4.608  -0.413
C -3.375 -3.139 5.067  -0.596
C -2.559 -2.457 4.182  -0.507
C -2.409 -0.243 1.631  0.607
C -3.721 -0.257 1.141  -0.560
C -4.466 0.900 1.065  -0.756
C -3.926 2.113 1.496  -0.505
C -2.649 2.146 2.010  -0.714
C -1.887 0.975 2.074  -0.634
P 0.716 -3.072 -1.325  -0.558
C 1.346 -3.415 0.363  0.148
C 0.903 -4.589 0.969  -0.309
C 1.218 -4.874 2.289  -0.588
C 2.023 -4.004 3.008  -0.484
C 2.516 -2.860 2.398  -0.768
C 2.180 -2.567 1.087  0.002
C 1.881 -1.833 -1.986  0.291
C 1.413 -0.702 -2.656  0.160
C 2.299 0.221 -3.198  -0.460
C 3.663 0.022 -3.077  -0.744
C 4.139 -1.120 -2.444  -0.548
C 3.258 -2.047 -1.916  -0.394
H -0.338 -0.983 -0.620  -1.996
H -1.257 -1.753 -1.886  0.797
H -1.623 -3.605 0.186  0.842
H -2.749 -2.326 -0.242  0.784
H -3.426 -4.045 1.324  0.312
H -4.847 -5.268 2.892  0.392
H -4.837 -4.694 5.298  0.376
H -3.362 -2.882 6.118  0.388
H -1.905 -1.674 4.551  0.367
H -4.166 -1.190 0.816  0.325
H -5.471 0.867 0.667  0.393
H -4.509 3.021 1.425  0.404
H -2.214 3.080 2.343  0.441
H -0.896 1.015 2.519  0.659
H 0.300 -5.289 0.400  0.391
H 0.842 -5.778 2.750  0.421
H 2.271 -4.221 4.039  0.387
H 3.148 -2.178 2.952  0.384
H 2.539 -1.657 0.638  0.613
H 0.353 -0.540 -2.796  0.011
H 1.912 1.094 -3.713  0.518
H 4.355 0.747 -3.485  0.418
H 5.206 -1.287 -2.364  0.391
H 3.644 -2.933 -1.426  0.447
O -1.684 4.876 -6.389  -0.704
C -0.795 4.009 -6.444  0.207
O 0.241 3.944 -7.126  -0.715
C -1.030 2.805 -5.526  0.350
C -1.114 1.507 -6.014  -0.488
C -1.349 0.452 -5.149  -0.365
N -1.500 0.585 -3.835  -0.335
C -1.392 1.834 -3.365  0.657
C -1.168 2.953 -4.146  -0.583
C -1.511 1.974 -1.882  0.932
O -0.817 2.815 -1.243  -0.668
O -2.200 1.130 -1.204  -0.625
H -0.979 1.325 -7.072  0.406
H -1.413 -0.563 -5.530  0.381
H -1.111 3.933 -3.693  0.504
O 5.187 6.223 2.520  -0.483
C 4.488 5.992 1.376  0.648
O 4.485 6.822 0.511  -0.554
C 3.757 4.696 1.295  0.833
C 2.769 4.560 0.322  -0.875
C 2.041 3.389 0.197  -0.459
C 2.291 2.316 1.050  1.064
S 1.470 0.753 1.016  -0.238
C 3.299 2.442 2.012  -1.176
C 4.020 3.612 2.132  -1.003
H 5.014 5.517 3.150  0.287
H 2.579 5.390 -0.345  0.464
H 1.284 3.320 -0.570  0.375
H 3.516 1.611 2.670  0.467
H 4.809 3.644 2.876  0.212

Calculated values
- net charge = -1
- 2S+1 = 1
- LUMO energy (eV) = 0.0
- relative energy (zero: lowest compared OMol25 entry of this formula, charge and spin) (kcal per mole) = 78.3

No. 5
# C40H33BiCl3GeN14O5S2

A molecular structure, C40H33BiCl3GeN14O5S2 (the ωB97M-V functional and the def2-TZVPD basis, the Open Molecules 2025 dataset).

Each line ends with the Löwdin spin population.
Element x y z (Å)
Bi -0.698 -0.349 -0.778  0.003
N -2.577 3.166 1.825  0.000
C -3.837 2.695 1.504  0.000
C -5.115 3.158 1.799  0.000
C -6.166 2.389 1.341  0.000
C -5.954 1.199 0.627  0.000
C -4.684 0.751 0.329  0.000
C -3.615 1.530 0.765  0.000
N -2.250 1.331 0.622  0.002
C -1.675 2.302 1.281  0.000
C -0.235 2.417 1.473  0.000
C 0.428 3.367 2.189  0.000
S 2.106 3.068 2.142  0.000
C 1.818 1.670 1.205  0.000
N 0.570 1.458 0.913  0.000
H -2.367 3.993 2.353  0.000
H -5.280 4.065 2.365  0.000
H -7.180 2.702 1.552  0.000
H -6.810 0.612 0.323  0.000
H -4.510 -0.183 -0.185  0.000
H 0.032 4.223 2.709  0.000
H 2.625 1.032 0.878  0.000
C 2.408 -2.915 3.732  0.000
N 1.895 -2.636 2.406  0.000
C 0.921 -1.801 2.038  0.000
N 0.850 -1.769 0.723  0.000
C 1.824 -2.626 0.320  0.001
N 2.488 -3.166 1.313  0.000
C 3.259 -1.798 4.296  0.000
C 3.484 -1.758 5.667  0.000
C 4.264 -0.757 6.226  0.000
C 4.812 0.229 5.425  0.000
C 4.585 0.196 4.052  0.000
C 3.819 -0.819 3.485  0.000
C 5.116 1.283 3.231  0.000
N 5.718 2.352 3.621  0.000
N 5.945 3.118 2.487  0.000
C 5.454 2.460 1.496  0.000
O 4.926 1.266 1.886  0.000
C 5.335 2.861 0.096  0.000
C 5.391 4.216 -0.230  0.000
C 5.196 4.607 -1.540  0.000
C 4.938 3.659 -2.524  0.000
C 4.906 2.309 -2.209  0.000
C 4.627 1.274 -3.268  0.000
N 3.438 0.499 -2.933  0.000
C 2.441 0.809 -2.108  0.001
N 1.565 -0.180 -2.094  0.009
C 2.082 -1.087 -2.967  0.005
N 3.219 -0.706 -3.499  0.000
C 5.111 1.912 -0.892  0.000
H 2.986 -3.833 3.633  0.000
H 1.569 -3.120 4.397  0.000
H 0.285 -1.268 2.727  0.000
H 2.005 -2.857 -0.716  0.000
H 3.038 -2.514 6.302  0.000
H 4.430 -0.738 7.295  0.000
H 5.404 1.032 5.842  0.000
H 3.657 -0.840 2.415  0.000
H 5.563 4.939 0.556  0.000
H 5.216 5.657 -1.799  0.000
H 4.746 3.973 -3.543  0.000
H 5.445 0.558 -3.348  0.000
H 4.484 1.740 -4.242  0.000
H 2.346 1.757 -1.600  0.000
H 1.578 -2.013 -3.190  0.003
H 5.084 0.859 -0.632  0.000
O -5.900 -4.050 1.223  0.003
S -4.497 -4.361 1.253  0.003
O -4.072 -5.455 2.082  0.003
N -3.615 -3.028 1.546  -0.003
C -2.895 -2.672 0.509  0.004
O -2.182 -1.628 0.508  0.002
C -3.021 -3.592 -0.680  0.039
C -2.429 -3.573 -1.920  0.385
C -2.699 -4.536 -2.871  0.047
C -3.618 -5.543 -2.570  0.020
C -4.240 -5.590 -1.326  -0.011
C -3.921 -4.610 -0.410  0.019
H -1.513 -2.570 -2.216  0.051
H -2.204 -4.520 -3.833  0.006
H -3.837 -6.300 -3.313  0.003
H -4.943 -6.373 -1.078  0.000
C -5.407 -1.471 -4.097  0.000
N -4.863 -0.205 -3.610  0.000
C -5.160 1.030 -4.341  0.000
C -3.737 -0.248 -2.935  0.001
N -2.773 -0.281 -2.301  0.000
H -6.486 -1.361 -4.201  0.000
H -5.197 -2.254 -3.371  0.000
H -4.979 -1.747 -5.064  0.000
H -6.242 1.115 -4.435  0.000
H -4.707 1.023 -5.335  0.000
H -4.773 1.876 -3.780  0.000
O -0.456 -2.192 -1.942  0.407
Cl -2.465 3.531 -2.805  0.000
Ge -0.626 2.322 -2.403  0.000
Cl 0.315 2.390 -4.425  0.000
Cl 0.665 3.917 -1.421  0.000

Calculated values
- 2S+1 = 2
- LUMO energy (spin up / spin down) (eV) = -0.5 / -1.0
- relative energy (zero: lowest compared OMol25 entry of this formula, charge and spin) (kcal per mole) = 24.3